Here is a cluster of 7 separate species, C42H72F9NO11 in total in a non-equilibrium geometry from the Open Molecules 2025 dataset. Energies are from ωB97M-V with the def2-TZVPD basis set.

Calculated values
Energy ... -93189.8140 eV
Charge ... 0
LUMO level ... 0.430 eV
Structure (SMILES) ... CC(=O)N(C)[C@]1(OC[C@H](C)C(C)C)OC(=O)O[C@H]1CCC(F)(F)C(F)(F)C(F)(F)C(F)(F)F.C1CCOC1.C1CCOC1.C1CCOC1.C1CCOC1.C1CCOC1.C1CCOC1
ΔE to the lowest compared entry with this formula, charge and spin ... 0.00 kcal/mol
HOMO energy ... -9.2 eV

Each line ends with the Löwdin charge.
Atoms and positions in Å:
1 C -7.19 2.81 -1.85  0.03
2 C -6.44 2.02 -2.90  -0.47
3 O -6.56 2.22 -4.07  0.12
4 N -5.64 0.93 -2.42  0.01
5 C -5.34 0.01 -3.52  -0.04
6 C -4.55 1.36 -1.54  -0.39
7 O -4.96 1.26 -0.21  -0.04
8 C -4.95 2.40 0.67  -0.14
9 C -5.29 1.86 2.06  -0.31
10 C -6.81 1.64 2.12  -0.05
11 C -4.78 2.79 3.19  -0.36
12 C -3.26 2.98 3.17  -0.07
13 C -5.20 2.26 4.59  -0.07
14 O -4.14 2.69 -1.83  0.13
15 C -2.90 2.68 -2.38  -0.54
16 O -2.49 3.50 -3.11  0.22
17 O -2.24 1.60 -1.93  0.08
18 C -3.22 0.54 -1.73  -0.13
19 C -2.82 -0.32 -0.54  -0.07
20 C -2.11 0.41 0.59  -0.04
21 C -0.59 0.30 0.58  -0.41
22 F -0.22 -0.63 1.51  0.11
23 F -0.09 -0.14 -0.60  0.12
24 C 0.20 1.59 1.00  -0.33
25 F 1.41 1.20 1.42  0.15
26 F -0.46 2.13 2.05  0.13
27 C 0.44 2.73 -0.06  -0.33
28 F 1.69 3.21 0.11  0.16
29 F 0.34 2.27 -1.31  0.17
30 C -0.50 3.96 0.08  -0.54
31 F -0.39 4.72 -1.01  0.20
32 F -0.17 4.69 1.14  0.20
33 F -1.78 3.59 0.20  0.15
34 H -8.05 3.26 -2.34  0.10
35 H -7.51 2.17 -1.04  0.08
36 H -6.55 3.61 -1.47  0.09
37 H -4.55 0.36 -4.20  0.10
38 H -6.25 -0.13 -4.10  0.10
39 H -5.05 -0.96 -3.10  0.10
40 H -3.98 2.90 0.64  0.10
41 H -5.71 3.12 0.36  0.11
42 H -4.80 0.88 2.15  0.15
43 H -7.34 2.57 1.87  0.09
44 H -7.11 0.86 1.41  0.08
45 H -7.15 1.33 3.11  0.06
46 H -5.28 3.76 3.05  0.14
47 H -2.97 3.83 3.81  0.09
48 H -2.85 3.18 2.18  0.04
49 H -2.76 2.08 3.56  0.08
50 H -4.32 2.15 5.23  0.08
51 H -5.67 1.27 4.54  0.06
52 H -5.88 2.94 5.11  0.08
53 H -3.18 -0.03 -2.64  0.14
54 H -3.74 -0.75 -0.13  0.13
55 H -2.23 -1.17 -0.91  0.13
56 H -2.41 -0.03 1.55  0.14
57 H -2.41 1.46 0.64  0.10
58 C -0.60 6.54 -3.66  -0.18
59 C -1.25 6.57 -5.04  -0.17
60 C -1.01 8.02 -5.45  -0.21
61 O 0.21 8.42 -4.83  -0.14
62 C 0.61 7.44 -3.86  -0.21
63 H -0.33 5.54 -3.33  0.09
64 H -1.28 6.97 -2.91  0.12
65 H -0.73 5.89 -5.71  0.12
66 H -2.30 6.30 -5.03  0.11
67 H -1.82 8.67 -5.09  0.12
68 H -0.92 8.15 -6.53  0.11
69 H 1.46 6.88 -4.25  0.12
70 H 0.92 7.96 -2.95  0.12
71 C 4.90 -1.03 -0.15  -0.16
72 C 3.49 -0.97 0.43  -0.17
73 C 3.06 -2.42 0.33  -0.20
74 O 4.25 -3.21 0.48  -0.13
75 C 5.40 -2.36 0.38  -0.20
76 H 5.54 -0.19 0.15  0.11
77 H 4.86 -1.04 -1.25  0.11
78 H 3.53 -0.65 1.48  0.11
79 H 2.83 -0.29 -0.10  0.10
80 H 2.61 -2.63 -0.65  0.12
81 H 2.35 -2.71 1.10  0.12
82 H 5.84 -2.26 1.38  0.10
83 H 6.13 -2.84 -0.27  0.10
84 C 7.41 -3.50 -3.25  -0.17
85 C 8.26 -4.44 -4.10  -0.17
86 C 9.66 -3.92 -3.83  -0.20
87 O 9.64 -3.40 -2.50  -0.14
88 C 8.30 -3.30 -2.03  -0.22
89 H 6.43 -3.90 -2.99  0.11
90 H 7.26 -2.55 -3.77  0.11
91 H 8.15 -5.47 -3.74  0.11
92 H 8.00 -4.44 -5.16  0.11
93 H 9.92 -3.11 -4.53  0.12
94 H 10.43 -4.69 -3.90  0.12
95 H 8.12 -4.08 -1.29  0.12
96 H 8.16 -2.33 -1.56  0.11
97 C -7.84 -0.33 8.64  -0.17
98 C -8.57 -0.72 7.36  -0.17
99 C -8.36 0.50 6.49  -0.20
100 O -7.09 1.04 6.87  -0.16
101 C -6.64 0.43 8.07  -0.20
102 H -7.54 -1.17 9.26  0.11
103 H -8.46 0.34 9.24  0.11
104 H -8.10 -1.60 6.91  0.11
105 H -9.63 -0.95 7.52  0.11
106 H -9.13 1.26 6.66  0.12
107 H -8.34 0.27 5.42  0.11
108 H -5.81 -0.26 7.84  0.12
109 H -6.26 1.20 8.74  0.12
110 C 5.97 -0.97 4.15  -0.17
111 C 6.12 -2.45 4.51  -0.17
112 C 6.15 -2.39 6.03  -0.21
113 O 5.34 -1.28 6.41  -0.14
114 C 5.04 -0.49 5.26  -0.20
115 H 5.55 -0.80 3.16  0.09
116 H 6.93 -0.47 4.22  0.12
117 H 5.25 -3.01 4.16  0.11
118 H 7.01 -2.91 4.09  0.11
119 H 7.17 -2.23 6.40  0.12
120 H 5.75 -3.29 6.50  0.12
121 H 3.99 -0.64 4.98  0.12
122 H 5.18 0.56 5.51  0.12
123 C 5.24 -7.94 -6.86  -0.17
124 C 5.57 -9.06 -5.89  -0.17
125 C 6.99 -8.71 -5.47  -0.20
126 O 7.08 -7.28 -5.53  -0.16
127 C 5.94 -6.75 -6.20  -0.21
128 H 4.17 -7.77 -7.00  0.11
129 H 5.69 -8.14 -7.84  0.11
130 H 4.90 -9.02 -5.02  0.11
131 H 5.50 -10.06 -6.32  0.11
132 H 7.72 -9.14 -6.17  0.12
133 H 7.24 -9.03 -4.46  0.12
134 H 5.28 -6.27 -5.47  0.12
135 H 6.27 -6.00 -6.92  0.12